[1]
{"formula": "C43H38F9N5O8TeTi", "method": "ωB97M-V with the def2-TZVPD basis set", "symbols": ["H", "C", "F", "C", "H", "C", "H", "H", "F", "N", "H", "H", "C", "F", "C", "N", "H", "F", "O", "H", "H", "O", "C", "C", "H", "C", "C", "H", "C", "H", "C", "N", "Ti", "C", "C", "C", "F", "N", "H", "C", "H", "H", "C", "H", "H", "H", "C", "C", "H", "H", "C", "H", "C", "O", "H", "H", "C", "O", "O", "C", "C", "H", "F", "C", "H", "C", "O", "C", "C", "C", "C", "C", "N", "C", "H", "F", "H", "C", "C", "H", "H", "C", "C", "O", "C", "Te", "H", "C", "C", "H", "F", "H", "H", "C", "F", "O", "H", "C", "H", "H", "C", "H", "H", "C", "C"], "xyz": [[-3.442, -3.416, -1.853], [4.730, -3.520, 0.606], [7.186, -3.717, 0.393], [-3.398, 1.693, 2.808], [-3.970, 4.266, 2.315], [-1.715, -1.385, -4.644], [3.146, -3.271, -4.476], [-5.290, 1.215, 4.625], [5.718, -3.281, 2.796], [0.048, -1.522, 1.944], [-0.558, 5.151, -0.112], [-4.751, 1.992, 0.470], [-3.051, 3.959, 1.825], [6.112, -2.846, -1.261], [-2.069, -3.478, -3.503], [0.291, 1.501, -1.032], [-3.201, 6.500, -0.021], [3.857, -4.353, 2.686], [0.084, -3.517, -0.538], [5.102, -0.200, -2.053], [-0.152, -0.141, 3.502], [2.686, 0.160, 3.656], [-4.884, 1.640, 2.577], [-3.282, -1.519, -2.822], [-0.730, -3.217, -5.155], [0.791, -2.800, 1.755], [2.684, 2.993, -1.196], [-1.735, -2.680, 2.158], [-2.311, 4.885, 1.106], [0.629, -1.959, -2.229], [3.883, 3.675, -1.285], [3.820, -1.440, -3.088], [0.402, 0.256, 0.321], [-5.729, 1.364, 3.647], [5.004, -4.127, 2.039], [2.046, 4.362, 0.660], [3.421, -5.518, 0.251], [2.295, -2.886, -4.091], [-3.532, 6.553, 1.710], [1.839, -0.031, 2.812], [-2.200, 2.669, -1.760], [0.000, 2.466, -2.869], [0.208, -3.854, 0.823], [-1.810, -4.520, -3.363], [0.847, -3.308, 2.733], [-7.752, 1.071, 4.291], [-2.771, 6.313, 0.966], [4.100, -0.608, -2.087], [-2.221, 0.927, -1.431], [-8.695, 1.353, 2.020], [-2.620, 2.637, 1.964], [-0.422, -2.681, -0.587], [6.108, -2.957, 0.081], [3.795, -2.623, 0.644], [1.817, -2.566, 1.452], [-1.193, -0.812, -5.400], [0.590, -0.854, 3.134], [1.835, 0.484, 1.613], [-1.102, -1.003, -0.335], [4.180, 4.711, -0.408], [-1.996, -1.225, 0.596], [0.831, -1.565, 3.931], [5.678, -5.304, 2.048], [-1.888, 1.694, -2.132], [-3.963, -1.041, -2.132], [-0.710, 3.130, 0.549], [-3.200, -1.131, 0.450], [4.347, -4.733, -0.331], [0.478, 2.568, -0.123], [-2.981, -2.865, -2.662], [3.189, -0.295, -1.103], [-7.097, 1.275, 3.452], [1.941, -0.773, -1.155], [-2.648, -0.776, -3.810], [1.350, 4.617, 1.450], [5.373, -5.549, -0.670], [3.467, 5.834, 1.275], [-1.409, -1.659, 1.947], [-1.141, 4.446, 0.474], [2.472, 2.185, -1.883], [-1.940, 7.010, 1.097], [2.604, -1.958, -3.093], [-5.417, 1.802, 1.303], [-2.904, 1.001, 3.677], [1.725, 3.312, -0.219], [-3.008, 1.301, -3.916], [-7.192, 1.792, 0.104], [1.638, -1.584, -2.155], [-1.453, 2.217, 1.319], [0.904, -4.695, 0.872], [3.814, -4.305, -1.479], [5.123, 5.239, -0.473], [3.446, 0.320, -0.252], [-7.626, 1.435, 2.177], [6.347, -1.740, 0.567], [-1.007, 0.993, 1.436], [1.686, -3.616, -3.749], [-1.447, -2.738, -4.500], [-1.853, -1.008, 2.698], [4.601, 3.392, -2.048], [-0.375, 1.600, -2.308], [-0.129, 0.699, -2.884], [-0.758, -4.212, 1.206], [3.246, 5.042, 0.567], [-6.784, 1.688, 1.102]], "mulliken_charge": [0.305, 1.122, -0.315, 0.298, 0.345, -0.278, 0.309, 0.431, -0.299, 0.389, 0.468, 0.545, -0.567, -0.277, -0.401, 1.064, 0.290, -0.200, -0.542, 0.466, 0.272, -0.785, 0.125, -0.116, 0.390, -0.532, -0.422, 0.662, 0.528, -0.544, -0.810, -0.594, -0.988, -0.602, 0.471, -0.854, -0.298, -0.575, 0.378, 0.429, 0.331, 0.191, -0.955, 0.334, 0.291, 0.372, -1.588, -0.920, -0.421, 0.367, 0.471, -0.274, 0.416, -0.912, 0.312, 0.381, -0.374, -0.753, 1.652, -0.602, 0.813, 0.504, -0.311, -0.347, 0.383, -0.262, -0.819, 0.141, 0.601, -0.251, -0.919, -0.595, 1.863, -0.477, 0.446, -0.330, 0.372, -1.564, -0.409, 0.321, 0.380, -0.345, 0.025, -0.692, 1.115, 0.161, 0.398, 0.491, -0.316, 0.537, -0.121, 0.367, 0.596, -0.330, -0.261, 0.266, 0.288, -0.439, 0.226, 0.403, -0.418, 0.307, 0.318, -0.852, -0.874], "multiplicity": 1, "charge": -2, "de_lowest_ev": 0.000}

[2]
{"formula": "C47H69F17N7O5P", "method": "ωB97M-V with the def2-TZVPD basis set", "symbols": ["H", "H", "F", "P", "C", "F", "H", "H", "H", "H", "H", "C", "C", "H", "C", "H", "H", "H", "H", "H", "C", "F", "F", "C", "C", "H", "H", "H", "H", "C", "H", "F", "O", "H", "C", "H", "C", "H", "C", "N", "F", "H", "H", "H", "H", "C", "C", "H", "O", "H", "C", "H", "H", "H", "C", "H", "N", "H", "C", "H", "C", "H", "H", "C", "N", "C", "C", "F", "H", "C", "F", "F", "H", "C", "C", "C", "N", "H", "H", "H", "H", "C", "C", "C", "H", "C", "C", "F", "C", "H", "C", "C", "F", "H", "C", "C", "H", "C", "O", "H", "C", "F", "H", "C", "H", "H", "C", "H", "C", "H", "H", "N", "H", "H", "F", "N", "C", "F", "H", "F", "H", "H", "C", "H", "H", "C", "C", "N", "H", "H", "H", "F", "O", "H", "H", "H", "C", "O", "H", "C", "H", "F", "H", "C", "H", "C"], "xyz": [[-1.516, -5.679, -5.742], [4.109, 1.696, 5.460], [-0.101, 1.311, 1.918], [4.875, 2.147, -2.237], [-1.461, -1.936, 6.647], [1.193, 3.104, 3.432], [-0.602, -4.188, -3.702], [-3.706, 4.486, -1.538], [-1.437, -1.935, -2.948], [0.394, -2.585, 4.682], [3.798, -0.493, 1.461], [-2.193, 3.963, -2.820], [-0.519, -3.300, -4.333], [-2.565, -4.744, 3.573], [0.057, -5.691, 4.502], [-0.318, -7.634, 6.257], [4.595, 2.783, 2.937], [3.251, -0.057, -3.054], [5.745, 4.401, -1.894], [0.779, 3.734, -4.677], [2.657, 3.723, -1.111], [-2.582, -0.704, 2.519], [-1.461, 0.783, 4.038], [-1.567, -1.087, -4.922], [-1.600, -2.282, -3.971], [3.211, 2.874, -3.948], [0.463, -2.859, -4.134], [-1.600, 3.197, -4.635], [0.979, -5.135, 4.674], [1.787, 3.316, 1.127], [-2.412, 1.978, -2.540], [-1.350, 3.437, 3.997], [0.559, -2.019, -6.867], [3.052, 4.398, 4.477], [1.698, 3.966, -0.120], [5.360, 1.386, 1.295], [-3.052, -1.963, -6.767], [0.700, -4.800, -7.204], [3.999, 1.955, 3.335], [4.769, 1.160, 0.508], [-0.918, 2.892, 0.653], [-1.397, 5.945, -2.924], [2.014, 1.159, -2.690], [-3.061, 3.871, -4.671], [0.672, -6.406, 7.061], [-0.566, -3.744, -5.798], [5.429, -2.439, 1.180], [4.387, 1.744, -4.554], [-1.120, -4.333, 7.640], [-2.313, -6.881, 4.782], [2.485, 4.477, -2.393], [-2.392, -0.404, -4.700], [-2.875, -6.142, 6.274], [-1.761, 5.437, -1.286], [-0.666, -2.699, 4.448], [-2.074, -2.124, 7.525], [-2.126, 3.995, -4.299], [-0.410, -5.313, 3.596], [-0.340, -6.656, 6.739], [5.701, 4.016, -3.621], [0.122, 4.798, -1.965], [6.440, -0.647, 0.484], [3.414, 3.954, 6.147], [-2.407, 1.480, 3.378], [-1.786, 2.709, -2.217], [3.684, 3.768, 5.106], [2.829, 2.411, 1.313], [-6.793, 1.073, 1.971], [-1.315, -0.554, -8.331], [-1.642, -1.479, -6.399], [0.319, 4.763, 2.346], [-5.367, 1.051, -0.546], [-3.983, 4.878, -3.080], [3.696, 2.791, -0.940], [-1.328, 5.102, -2.229], [3.528, 2.289, 4.749], [-0.821, -4.284, 6.394], [4.720, 4.087, 4.961], [6.962, 3.300, -2.561], [6.360, -3.007, 1.142], [-0.972, -6.720, 7.619], [1.071, 4.618, -2.888], [-0.504, 2.602, 1.903], [-4.605, 0.364, 2.243], [-0.386, 0.186, -7.028], [-0.859, -5.631, 5.737], [4.323, -0.230, 0.534], [-4.829, -0.645, 1.371], [-2.993, -4.833, 4.575], [-0.759, -3.383, 3.610], [-1.770, -4.666, -6.054], [-2.307, -5.952, 5.358], [-3.349, 1.827, 4.276], [-3.463, -2.691, -6.075], [-2.893, -3.502, 5.318], [5.508, -1.186, 0.310], [2.199, 0.607, -4.347], [3.757, 1.969, -3.688], [3.410, 4.958, -2.996], [3.607, -0.337, -0.284], [-3.048, 0.539, 2.285], [-5.006, -0.037, 3.464], [2.488, 1.981, 4.870], [0.605, 4.930, -0.546], [-2.589, -2.748, -3.977], [-3.060, -2.396, -7.767], [-1.731, 2.796, 2.875], [-1.036, -1.735, 4.107], [-5.442, 2.060, 0.328], [-2.019, -4.697, -7.115], [4.647, 1.071, 3.363], [-3.607, 4.144, -2.488], [-0.839, 2.468, -2.489], [0.107, 5.210, -4.557], [-4.374, 2.852, 0.181], [0.920, 4.662, -4.294], [0.693, -4.528, -6.148], [-2.645, 0.914, 1.055], [5.505, -1.487, -0.741], [-6.543, 2.779, 0.067], [-4.045, -5.087, 4.432], [5.256, -2.171, 2.227], [-5.537, 1.541, 1.803], [-0.450, -1.700, 6.979], [1.596, -3.964, -5.935], [5.921, 3.618, -2.632], [0.732, 3.488, 2.211], [-0.604, -2.523, -6.667], [-3.315, -2.694, 4.716], [-2.661, -4.384, -5.498], [-2.129, 0.469, -7.138], [-5.354, 2.597, 2.619], [0.179, 5.825, 0.133], [0.709, -5.443, -5.554], [-1.864, -1.069, 6.122], [0.324, -6.729, 4.306], [-1.340, -0.272, -7.279], [2.917, 1.669, 2.446], [4.613, -3.091, 0.860], [-1.456, -3.124, 5.691], [-3.489, -3.561, 6.234], [-2.657, 3.549, 2.259], [-0.639, -0.529, -4.756], [2.752, 0.836, -3.433], [-3.729, -1.109, -6.764], [3.769, 2.143, 0.295]], "mulliken_spin": [0.002, 0.000, 0.000, 0.000, -0.006, 0.000, 0.002, 0.000, 0.001, -0.024, 0.000, 0.000, 0.032, 0.001, 0.023, 0.000, 0.000, 0.000, 0.000, 0.000, 0.000, 0.000, 0.000, 0.027, -0.022, 0.000, 0.006, 0.000, -0.013, 0.000, 0.000, 0.000, 0.528, 0.000, 0.000, 0.000, 0.024, -0.002, 0.000, 0.000, 0.000, 0.000, 0.000, 0.000, -0.004, 0.003, 0.000, 0.000, 0.535, 0.001, 0.000, 0.003, 0.004, 0.000, 0.044, 0.001, 0.000, 0.001, -0.003, 0.000, 0.000, 0.000, 0.000, 0.000, 0.000, 0.000, 0.000, 0.000, -0.003, -0.009, 0.000, 0.000, 0.000, 0.000, 0.000, 0.000, 0.399, 0.000, 0.000, 0.000, 0.003, 0.000, 0.000, 0.000, 0.004, 0.001, 0.000, 0.000, -0.024, 0.003, 0.022, 0.034, 0.000, 0.002, 0.032, 0.000, 0.005, 0.001, 0.000, 0.000, 0.001, 0.000, 0.000, 0.000, 0.000, -0.013, 0.000, 0.005, 0.000, -0.013, 0.000, 0.000, 0.000, 0.000, 0.000, 0.000, -0.006, 0.000, 0.000, 0.000, 0.001, 0.000, 0.000, -0.005, 0.003, 0.000, 0.000, 0.409, 0.008, 0.000, 0.000, 0.000, 0.000, 0.000, 0.001, 0.001, -0.011, 0.000, 0.000, -0.021, 0.001, 0.000, 0.008, -0.003, 0.001, 0.000], "multiplicity": 3, "charge": 0, "total_energy_ev": -126009.13517}

[3]
{"formula": "CH8N4P", "method": "ωB97M-V with the def2-TZVPD basis set", "symbols": ["H", "N", "H", "H", "N", "H", "H", "H", "H", "N", "C", "H", "N", "P"], "xyz": [[-0.526, 0.925, 1.979], [-0.013, -0.770, -0.481], [-1.983, 1.095, -1.821], [1.368, 0.813, 2.384], [-1.842, 0.850, -0.826], [-1.769, -1.055, -1.379], [3.041, -0.317, -0.320], [2.295, -1.861, -0.415], [-1.107, 1.584, -0.350], [-1.444, -0.480, -0.606], [0.837, -0.242, 0.240], [-1.902, -0.821, 0.231], [2.383, -0.993, 0.061], [0.663, 1.270, 1.303]], "nbo_charge": [-0.020, -0.355, 0.404, 0.037, -0.653, 0.452, 0.389, 0.386, 0.406, -0.210, -0.113, 0.428, -0.459, 0.308], "multiplicity": 3, "charge": 1, "de_lowest_ev": 5.219}

[4]
{"formula": "C2H3N2O2", "method": "ωB97M-V with the def2-TZVPD basis set", "symbols": ["C", "H", "N", "O", "H", "O", "C", "H", "N"], "xyz": [[0.120, 0.176, -0.044], [-0.220, -1.513, 0.876], [1.295, 0.373, 0.702], [3.250, -1.062, -0.128], [0.311, -0.306, -1.238], [-0.753, -0.828, 0.394], [2.554, -0.122, 0.103], [-0.454, 1.097, -0.135], [2.400, 1.138, 0.087]], "nbo_charge": [0.131, 0.468, -0.498, -0.701, 0.039, -0.752, 0.696, 0.141, -0.524], "multiplicity": 1, "charge": -1, "smiles": "[O-]C1=NN1CO", "de_lowest_ev": 1.818}